(1)
The following is a DFT calculation (ωB97M-V/def2-TZVPD) of a cluster of 2 separate species, C4H11IN in total.

Structure (XYZ):
```
17
Properties=species:S:1:pos:R:3
C 1.793 -0.724 -0.274
C -1.268 0.020 -0.733
C -0.259 1.318 1.102
C 0.616 -0.928 0.609
N -0.538 -0.062 0.593
I 1.037 -1.742 2.517
H 1.612 -0.763 -1.305
H 2.743 -1.401 -0.218
H 2.199 0.269 0.008
H -2.202 0.480 -0.591
H -0.629 0.430 -1.472
H -1.698 -0.979 -1.062
H -0.452 1.285 2.160
H 0.786 1.536 1.007
H -0.804 2.131 0.644
H -0.278 -2.569 -0.224
H -1.155 -0.625 1.203
```

Summary:
E_HOMO (spin up / spin down)   -0.476 / -0.493 Ha
M   200.04 g/mol
Total charge   +1

***

(2)
The following is a DFT calculation (ωB97M-V/def2-TZVPD) of a structure of composition C34H45FeN5O.

Structure (XYZ):
```
86
Properties=species:S:1:pos:R:3
Fe -0.807 -1.060 0.510
N -0.794 1.894 4.271
N -2.942 -0.978 -0.776
C 1.078 -2.213 -0.107
C 0.643 -2.701 1.187
C 0.851 -1.648 2.140
C 0.754 -1.835 3.556
H 0.122 -2.619 3.945
H -0.162 -0.696 4.091
H 1.567 -1.538 4.234
C 1.327 -0.481 1.441
C 1.691 0.808 2.079
H 2.621 0.725 2.649
H 0.962 1.150 2.813
H 1.801 1.640 1.382
C 1.503 -0.848 0.047
C 2.213 -0.006 -0.953
H 1.933 1.056 -0.871
H 2.005 -0.320 -1.978
H 3.309 -0.054 -0.821
C 0.345 -4.118 1.539
H 1.299 -4.650 1.678
H -0.215 -4.641 0.757
H -0.225 -4.245 2.471
C 1.454 -3.109 -1.232
H 1.700 -2.562 -2.148
H 0.662 -3.826 -1.478
H 2.351 -3.699 -0.960
C -1.658 2.800 4.713
H -1.581 3.190 5.768
C -2.604 3.355 3.801
H -3.095 4.333 4.025
C -2.856 2.610 2.583
H -3.577 3.064 1.839
C -2.229 1.367 2.364
H -2.595 0.692 1.537
C -1.183 0.991 3.347
C -1.015 -0.296 3.787
H -1.698 -0.907 3.157
C -1.843 -1.385 -1.389
C -3.880 -1.920 -0.683
H -4.625 -2.045 0.148
C -3.669 -2.530 -1.924
H -4.407 -3.122 -2.470
N -2.429 -2.173 -2.439
C -1.561 -2.716 -3.366
C -1.681 -4.061 -3.450
C -0.898 -4.616 -4.465
H -0.990 -5.697 -4.687
C -0.012 -3.808 -5.206
C 0.680 -4.415 -6.397
H 1.603 -3.875 -6.613
H 0.023 -4.364 -7.273
H 0.886 -5.465 -6.178
C 0.202 -2.443 -4.865
H 0.968 -1.844 -5.404
C -0.601 -1.868 -3.854
C -0.421 -0.492 -3.338
H -1.298 0.148 -3.468
H 0.433 0.046 -3.814
H -0.215 -0.497 -2.245
C -2.454 -4.874 -2.479
H -3.534 -4.688 -2.442
H -2.091 -4.786 -1.436
H -2.376 -5.954 -2.744
C 3.018 4.088 -0.771
N 2.349 4.428 0.452
C 3.075 4.415 1.711
C 2.319 5.143 2.801
C 0.875 4.702 2.738
N 0.347 5.111 1.459
C -1.061 5.296 1.303
C 1.020 4.761 0.308
O 0.459 4.752 -0.817
H 4.085 3.919 -0.591
H 2.894 4.902 -1.499
H 2.591 3.187 -1.240
H 3.213 3.364 2.035
H 4.069 4.866 1.566
H 2.404 6.231 2.693
H 2.729 4.875 3.779
H 0.260 5.139 3.534
H 0.845 3.598 2.854
H -1.437 5.778 2.214
H -1.235 5.930 0.421
H -1.584 4.333 1.144
```

Summary:
Spin multiplicity   5
E_HOMO (spin up / spin down)   0.018 / 0.017 Ha
M   595.61 g/mol
⟨S²⟩   6.090
Total charge   -2

***

(3)
The following is a DFT calculation (ωB97M-V/def2-TZVPD) of a structure of composition C17H17IrN2.

Structure (XYZ):
```
37
Properties=species:S:1:pos:R:3
C -2.553 1.135 -0.490
C -1.661 2.151 -0.581
H -2.866 0.559 0.498
H -2.618 0.237 -1.266
H -0.840 2.319 -1.428
H -1.163 2.770 0.302
Ir 0.704 -0.240 0.772
C -0.180 -1.521 -1.112
C -0.212 -0.340 -1.898
C 1.880 -0.314 -0.833
C 1.146 -1.639 -0.473
H -1.032 -0.044 -2.528
H 1.196 1.388 -2.117
H 2.902 -0.069 -0.643
C 0.960 0.429 -1.684
H 1.539 -2.493 0.029
H -0.932 -2.296 -1.062
C -1.664 1.719 3.817
C -0.882 1.406 4.923
C 0.284 0.718 4.680
C 0.688 0.406 3.377
N -0.118 0.641 2.298
C -1.275 1.345 2.525
C 1.980 -0.213 3.177
C 2.940 -0.328 4.184
C 4.120 -1.008 3.930
C 4.341 -1.505 2.643
C 3.376 -1.314 1.649
N 2.216 -0.685 1.926
H -2.614 2.249 3.945
H -1.160 1.666 5.948
H 0.912 0.385 5.496
H -1.882 1.603 1.676
H 2.729 0.138 5.143
H 4.845 -1.130 4.731
H 5.255 -2.030 2.367
H 3.544 -1.651 0.635
```

Summary:
Spin multiplicity   5
E_HOMO (spin up / spin down)   -0.502 / -0.591 Ha
M   441.55 g/mol
⟨S²⟩   6.019
Total charge   +2

***

> Which value of M does entry 3 give?

441.55 g/mol